[1]
Below is C41H78INO12 as an isolated structure, with properties calculated with ωB97M-V/def2-TZVPD.

lowest unoccupied orbital energy	-0.93	eV
molecular weight	904.0	g/mol
E_HOMO	-7.7	eV

The geometry in ORCA input format:
```
! RIJCOSX wB97M-V def2-TZVPD def2/J DEFGRID3
* xyz 0 1
C -0.2887 -5.1509 0.9501
C 0.9452 -5.9558 1.0030
C 2.3263 -5.6694 0.2021
O 2.9780 -6.7362 -0.2631
O 2.9072 -4.3618 -0.0751
C 4.1872 -4.1757 0.6465
C 4.4636 -2.5657 0.8303
C 4.8658 -2.1603 2.3868
C 5.0433 -0.5509 2.5761
C 4.5965 0.0302 4.0292
C 3.0125 -0.1056 4.3821
C 1.9931 0.3833 3.2135
C 2.2972 1.9311 2.7670
C 1.6598 3.0508 3.7863
C 2.5173 4.4430 3.7522
C 2.4926 5.1274 5.2570
C 1.0047 5.1533 5.9187
O 0.6867 6.4365 6.6105
C -0.7668 6.2873 6.9136
O 1.9001 -0.4796 1.9996
C 1.3042 -1.7200 2.5352
O 1.6262 -2.9656 2.3135
O 0.2445 -1.1625 3.4123
C 0.3743 0.3180 3.5838
C -0.5908 0.9340 2.4092
C -1.8245 -0.0488 1.9794
C -1.4185 -0.9707 0.6981
N -2.3428 -0.8626 -0.4861
C -2.2379 -2.1415 -1.2772
C -1.9880 -1.9463 -2.8730
C -0.5285 -2.4474 -3.4362
C -0.1061 -2.3816 -5.0087
C -1.2060 -1.7938 -6.0888
C -2.6485 -1.2720 -5.4929
C -3.0462 -1.3514 -3.9330
O -4.3498 -0.9165 -3.3757
C -0.0676 0.4876 5.1526
I -0.4924 -1.5339 5.9915
C -1.4291 1.3485 5.3904
C -1.4144 1.7949 6.9909
H -0.5420 -4.4650 1.8788
H -1.0864 -5.1658 0.1036
H 0.9101 -6.9207 1.6825
H 5.0298 -4.6929 0.0109
H 4.2125 -4.6889 1.6920
H 5.3220 -2.2942 0.0710
H 3.5111 -2.0217 0.4505
H 4.1486 -2.6325 3.1717
H 5.9421 -2.6273 2.5399
H 6.1694 -0.2568 2.3930
H 4.4342 0.0543 1.7652
H 4.9202 1.1310 4.2097
H 5.1690 -0.6189 4.8356
H 2.8209 0.6099 5.3046
H 2.8297 -1.1831 4.7781
H 1.8935 2.1890 1.6865
H 3.4517 2.1798 2.7147
H 1.6924 2.6621 4.9001
H 0.5402 3.2407 3.4957
H 2.1230 5.1482 2.9178
H 3.6350 4.1755 3.5405
H 3.1605 4.4124 5.9211
H 3.0293 6.1579 5.2323
H 0.1575 5.0249 5.1154
H 0.9661 4.3298 6.7553
H -1.4326 6.7772 6.0652
H -1.0537 6.7116 7.9600
H -1.0660 5.1437 6.9153
H -1.0878 1.9635 2.7121
H -0.0075 1.1741 1.4107
H -2.7277 0.6313 1.6342
H -2.2382 -0.7094 2.8448
H -1.3011 -2.0735 1.1120
H -0.3346 -0.6808 0.3242
H -3.3159 -0.8066 -0.1247
H -3.2801 -2.6884 -1.1570
H -1.4383 -2.8937 -0.8957
H 0.2894 -2.8909 -2.7082
H 0.9433 -2.7668 -5.3904
H -0.9631 -1.7508 -7.2437
H -3.4483 -0.8437 -6.2375
H -4.2142 0.0526 -3.1906
H 0.7495 0.9334 5.8452
H -2.4194 0.7464 5.2523
H -1.4553 2.3738 4.8039
H -0.6929 1.0942 7.6131
H -2.4723 1.7995 7.4692
H -0.9438 2.8740 7.1056
C -3.0990 10.5303 6.3412
C -2.4783 9.1982 6.7091
O -3.0999 8.1522 5.9760
H -4.1730 10.5251 6.5515
H -2.6334 11.3456 6.9014
H -2.9849 10.7282 5.2707
H -2.6137 8.9945 7.7748
H -1.4061 9.1912 6.4897
H -2.9669 8.3375 5.0323
C -2.8241 0.4465 -10.5106
C -2.9507 -0.0753 -9.0941
O -3.3489 0.9731 -8.2228
H -2.0919 1.2586 -10.5571
H -2.5128 -0.3491 -11.1929
H -3.7774 0.8566 -10.8589
H -1.9911 -0.4637 -8.7423
H -3.6906 -0.8796 -9.0369
H -4.2049 1.3058 -8.5373
C -2.1572 -7.5889 -3.3134
C -1.2865 -6.9373 -2.2587
O -1.9741 -6.8978 -1.0155
H -3.0952 -7.0378 -3.4318
H -1.6429 -7.6221 -4.2777
H -2.4222 -8.6097 -3.0201
H -1.0422 -5.9105 -2.5452
H -0.3515 -7.4903 -2.1256
H -2.1791 -7.8130 -0.7650
C -0.7773 4.1675 -7.0768
C -0.1504 3.5434 -8.3068
O -0.0950 2.1315 -8.1617
H -0.2015 3.9142 -6.1814
H -0.8224 5.2559 -7.1716
H -1.7911 3.7848 -6.9226
H 0.8700 3.9114 -8.4449
H -0.7280 3.7819 -9.2053
H -1.0052 1.8134 -8.0484
C 0.7442 -6.2895 -6.3533
C 1.0441 -5.3938 -7.5379
O -0.1096 -4.6401 -7.8827
H -0.0812 -6.9696 -6.5850
H 1.6223 -6.8803 -6.0788
H 0.4343 -5.6956 -5.4875
H 1.3319 -5.9921 -8.4068
H 1.8607 -4.7018 -7.3094
H -0.3524 -4.1041 -7.1086
*
```


[2]
Below is C2H2BiO2 as an isolated structure, with properties calculated with ωB97M-V/def2-TZVPD.

lowest unoccupied orbital energy	-6.45	eV
molecular weight	267.0	g/mol
energy above the lowest of the compared OMol25 structures with the same formula, charge and spin	4.0514	eV
E_HOMO	-15.0	eV

The geometry in ORCA input format:
```
! RIJCOSX wB97M-V def2-TZVPD def2/J DEFGRID3
* xyz 1 1
H -0.8358 0.7619 1.3601
C 0.1707 0.7078 0.9570
C 1.2836 0.1871 0.8730
H 2.0565 -0.4943 1.2112
O -1.4145 0.4577 -1.4591
O -1.5347 -1.0284 -1.7022
Bi 0.2741 -0.5918 -1.2399
*
```


[3]
Below is C45H95N7O13V as an isolated structure, with properties calculated with ωB97M-V/def2-TZVPD.

lowest unoccupied orbital energy	-2.11	eV
molecular weight	993.2	g/mol
energy above the lowest of the compared OMol25 structures with the same formula, charge and spin	6.3667	eV
E_HOMO	-4.7	eV

The geometry in ORCA input format:
```
! RIJCOSX wB97M-V def2-TZVPD def2/J DEFGRID3
* xyz -1 1
O 5.3170 -3.2111 -5.6374
V 4.0315 -2.5318 -6.4777
O 4.5352 -2.3633 -7.9280
N 0.0015 -0.3641 -3.0207
O -0.5817 -0.9834 -2.1712
O 0.8386 -0.8995 -3.6996
O -0.1779 0.8231 -3.2421
N 3.2559 2.5676 -6.5956
O 3.2904 3.7252 -6.2312
O 2.3156 2.3213 -7.3713
O 4.1149 1.7155 -6.3592
C 1.5085 -6.3030 -4.3659
C 0.3442 -6.6757 -5.4193
C -1.0927 -6.4137 -4.6998
C -2.2514 -6.2371 -5.7053
C -1.8786 -5.2069 -6.7589
C -0.5882 -5.5717 -7.5866
N 0.5777 -5.8139 -6.6579
O 1.7671 -6.0519 -7.3522
C -0.8867 -6.7451 -8.5413
C -0.2677 -4.2213 -8.2300
C 0.3601 -8.1607 -5.6841
H 2.4735 -6.6419 -4.7426
H 1.3670 -6.7456 -3.3799
H 1.4558 -5.2406 -4.1277
H -1.4278 -7.2418 -4.0753
H -1.1424 -5.5152 -4.0846
H -3.1435 -5.8875 -5.1858
H -2.5939 -7.1508 -6.1910
H -1.8123 -4.1803 -6.3985
H -2.6977 -5.1988 -7.4779
H -1.6548 -6.6328 -9.3065
H -0.0092 -7.1440 -9.0503
H -1.3297 -7.5633 -7.9735
H 0.4186 -4.3491 -9.0672
H -1.1406 -3.7787 -8.7099
H 0.1478 -3.4603 -7.5695
H 0.4542 -8.7253 -4.7565
H 1.3150 -8.3440 -6.1766
H -0.4335 -8.5883 -6.2968
H 1.5340 -6.7839 -7.9280
C -4.2672 8.0556 0.3387
C -3.5276 8.4187 -0.9551
C -3.1566 9.8969 -0.9294
C -2.0368 10.1646 0.0656
C -0.7440 9.3678 -0.3069
C -1.0677 7.7980 -0.3667
N -2.3260 7.5661 -1.2195
O -2.6175 6.2016 -1.5159
C 0.0460 7.2536 -1.3571
C -1.1455 7.0935 1.0117
C -4.4256 8.2771 -2.2079
H -4.4628 6.9852 0.2755
H -5.2131 8.5969 0.3159
H -3.6339 8.2672 1.2003
H -2.8692 10.3004 -1.9003
H -4.0253 10.5157 -0.7048
H -2.4839 10.0958 1.0574
H -1.7043 11.2014 0.1152
H -0.0814 9.5460 0.5400
H -0.3015 9.6087 -1.2734
H 0.9783 7.7148 -1.0311
H 0.0752 6.1668 -1.2783
H -0.0098 7.6156 -2.3837
H -1.7243 7.7397 1.6716
H -1.4270 6.0483 0.8839
H -0.1902 7.1351 1.5350
H -3.8466 8.6481 -3.0536
H -5.3867 8.7031 -1.9199
H -4.5592 7.2906 -2.6519
H -2.9253 5.7576 -0.7224
C 2.3710 -5.2785 3.0899
C 1.8626 -6.4025 3.9630
C 2.6153 -6.2149 5.2831
C 2.1474 -7.1010 6.4384
C 0.5892 -6.9151 6.5651
C -0.1903 -6.9984 5.2285
N 0.4659 -6.1005 4.2108
O -0.3050 -5.9401 3.0066
C -0.2744 -8.5171 4.7471
C -1.6149 -6.4867 5.4914
C 2.1044 -7.7478 3.2070
H 2.3178 -4.3105 3.5881
H 1.9462 -5.3307 2.0875
H 3.4264 -5.4133 2.8530
H 3.6659 -6.4748 5.1530
H 2.7280 -5.1969 5.6559
H 2.5539 -6.9327 7.4357
H 2.1018 -8.1189 6.0512
H 0.4045 -5.9394 7.0147
H 0.2092 -7.6969 7.2228
H -1.0714 -9.0217 5.2932
H -0.6012 -8.6852 3.7209
H 0.6338 -9.0731 4.9797
H -2.2544 -6.5058 4.6088
H -2.0322 -7.0407 6.3323
H -1.5121 -5.4344 5.7562
H 3.0479 -7.7106 2.6625
H 1.3565 -7.9040 2.4297
H 2.2477 -8.6208 3.8438
H -0.1858 -5.0257 2.7393
C -7.1786 -0.0700 0.2200
C -7.1939 0.7466 1.5159
C -8.0996 0.0242 2.5650
C -8.0774 0.6082 3.9553
C -6.5075 0.5336 4.4519
C -5.4871 1.2514 3.4708
N -5.8235 0.9539 2.1029
O -4.8174 1.3680 1.2108
C -5.4808 2.7731 3.7981
C -4.1688 0.6467 3.9071
C -7.9038 2.1535 1.1489
H -8.1566 -0.0752 -0.2612
H -6.4801 0.2953 -0.5328
H -6.8403 -1.1042 0.2847
H -9.1563 0.0134 2.2980
H -7.7323 -0.9984 2.6515
H -8.5292 1.5999 3.9318
H -8.7406 -0.0147 4.5555
H -6.2477 -0.4527 4.8365
H -6.4098 1.0991 5.3786
H -6.4681 3.2307 3.8611
H -5.0746 3.3022 2.9360
H -4.9274 2.9603 4.7183
H -3.2446 1.0612 3.5045
H -4.1459 -0.4316 3.7494
H -4.0341 0.7644 4.9824
H -8.8143 1.9764 0.5764
H -8.1017 2.8533 1.9609
H -7.2379 2.6310 0.4302
H -4.3182 0.5691 1.0261
C 7.3161 6.4078 1.4503
C 7.7322 5.0000 1.7743
C 7.1123 4.7138 3.2323
C 7.0912 3.1895 3.5946
C 6.2745 2.4199 2.5432
C 6.7670 2.6362 1.0726
N 7.1217 4.0725 0.8025
O 7.6860 4.2122 -0.4689
C 7.9012 1.6264 0.8523
C 5.6669 2.1373 0.1045
C 9.2505 4.8809 1.9420
H 7.5997 6.6307 0.4217
H 7.9436 7.0297 2.0887
H 6.2757 6.6610 1.6544
H 7.7831 5.1722 3.9589
H 6.2175 5.2948 3.4560
H 6.8545 2.8096 4.5884
H 8.1219 2.8349 3.5875
H 5.2185 2.6577 2.6719
H 6.3863 1.3557 2.7505
H 8.7943 1.9859 1.3633
H 7.7167 0.6354 1.2671
H 8.2674 1.7104 -0.1709
H 5.8090 2.5922 -0.8758
H 5.6237 1.0672 -0.0982
H 4.6994 2.5528 0.3864
H 9.4059 3.8590 2.2882
H 9.8252 5.4972 2.6334
H 9.8150 5.0574 1.0264
H 7.1139 4.9125 -0.7911
*
```


Number 1: frontier orbital gap 0.248 Ha, largest force on an atom 0.16865 hartree/bohr. Number 2: frontier orbital gap 0.313 Ha, largest force on an atom 0.07350 hartree/bohr. Number 3: frontier orbital gap 0.094 Ha, largest force on an atom 0.10083 hartree/bohr.